The following is a DFT calculation (ωB97M-V/def2-TZVPD) of the molecule C2H3NOS2.

Positions of all 9 atoms, in Å:
S -3.4407 -0.9460 1.2392
S -1.3217 0.5311 -0.0922
O 2.4459 0.4847 -1.4212
N 0.9814 0.5907 -1.2462
C 0.5608 0.2653 -0.0370
C -1.7859 -0.5635 1.1196
H 1.0225 0.1832 1.1139
H -1.1439 -1.1364 1.8318
H 2.6814 0.5909 -2.5079

Forces on atoms 1 to 2 (eV/Å):
S 2.320 0.653 -0.028
S 2.421 -0.590 0.638

For the electronic energy, the calculation gives -1004.22449 Eh. The relative energy (zero: lowest compared OMol25 entry of this formula, charge and spin) is 102.3 kcal per mole. The orbital gap comes out at 0.30351 Ha. As for the SMILES: O/N=C/SC=S. The largest force on an atom comes out at 4.8 eV/Å. Its LUMO energy is -0.558 eV.